C2H4N3O | ωB97M-V with the def2-TZVPD basis set

ORCA input file:
```
! wB97M-V def2-TZVPD RIJCOSX def2/J DEFGRID3
* xyz 1 1
C 1.281 0.506 0.000
N -0.104 0.177 0.000
C -0.708 -1.060 0.000
N -1.986 -0.873 0.000
O -2.159 0.437 0.000
N -1.032 1.061 0.000
H 1.767 0.093 -0.887
H 1.386 1.590 0.006
H 1.769 0.082 0.881
H -0.214 -2.014 0.000
*
```

Energy relative to the best compared isomer or geometry (same formula, charge and spin) (kcal per mole): 76.0
LUMO energy (eV): -6.078
Calculated total energy (eV): -8645.6188
Structure (SMILES): C[n+]1cnon1

C16H28Br3CaCl8F4N3O4S2 | ωB97M-V with the def2-TZVPD basis set

ORCA input file:
```
! wB97M-V def2-TZVPD RIJCOSX def2/J DEFGRID3
* xyz 0 1
O -1.157 -0.033 -3.009
S 0.091 -0.676 -3.095
O 0.299 -1.707 -4.014
F 1.193 0.395 -3.215
N 0.492 -1.253 -1.558
C 0.704 -0.360 -0.513
C 1.007 -1.135 0.537
N 0.997 -2.429 0.096
C 0.669 -2.527 -1.179
H 0.624 0.716 -0.563
H 1.254 -0.815 1.528
H 1.225 -3.205 0.694
H 0.519 -3.437 -1.847
C -2.926 -2.348 1.626
Cl -3.577 -1.616 3.088
Cl -4.195 -2.479 0.405
Cl -1.615 -1.335 0.977
Cl -2.283 -3.940 1.995
F -0.796 -3.947 -2.586
C 4.459 0.327 -4.615
C 5.883 0.046 -4.154
C 5.968 -1.113 -3.151
C 5.196 -0.822 -1.948
N 4.585 -0.585 -1.008
H 3.824 0.634 -3.783
H 4.448 1.133 -5.347
H 4.012 -0.554 -5.079
H 6.302 0.948 -3.705
H 6.502 -0.198 -5.018
H 7.003 -1.289 -2.858
H 5.582 -2.032 -3.594
C -4.905 0.765 -3.552
Cl -4.633 -0.469 -2.323
Cl -4.758 2.368 -2.809
Cl -3.694 0.601 -4.813
Cl -6.521 0.581 -4.233
C 2.340 3.458 5.351
C 2.837 2.108 4.871
O 2.192 1.645 3.687
C 2.315 2.445 2.554
C 3.787 2.647 2.119
H 1.266 3.427 5.527
H 2.841 3.730 6.278
H 2.533 4.250 4.625
H 2.627 1.353 5.627
H 3.923 2.115 4.733
H 1.814 3.412 2.693
H 1.739 1.907 1.756
H 4.366 3.161 2.876
H 3.866 3.261 1.197
H 4.261 1.664 1.926
Ca 2.705 2.418 0.181
C -5.707 -6.249 0.090
Br -4.020 -5.716 -0.593
Br -6.803 -4.752 0.801
Br -6.640 -7.259 -1.240
H -5.528 -6.884 1.061
C -4.296 4.404 1.517
S -4.128 2.665 1.931
O -3.436 2.591 3.243
C -2.908 2.290 0.673
H -4.994 4.851 2.222
H -3.326 4.896 1.597
H -4.689 4.499 0.504
H -2.029 2.922 0.813
H -3.334 2.449 -0.317
H -2.627 1.246 0.779
F -4.916 -6.782 2.302
F -7.807 -6.386 1.241
*
```

LUMO energy (eV): -3.842
Calculated total energy (eV): -390976.4884